The following is a DFT calculation (the ωB97M-V functional and the def2-TZVPD basis) of a structure of composition CH3BrOS in a non-equilibrium geometry.

The calculation puts the gap between HOMO and LUMO (spin up / spin down) at 7.79 / 7.16 eV. As for the LUMO energy (spin up / spin down): -2.211 / -2.619 eV. The calculation puts the energy above the lowest of the compared OMol25 structures with the same formula, charge and spin at 109.7 kJ/mol. The total energy is -3087.27131 Ha. As for the charge: 0.

Atoms and positions in Å:
Br1 3.671 -0.524 0.071
S1 1.569 1.359 -0.457
O1 1.408 2.441 0.469
C1 0.194 0.211 -0.064
H1 0.115 -0.110 0.998
H2 0.624 -0.597 -0.734
H3 -0.846 0.531 -0.497